Entry 1:
An isolated ion of composition C6H14NO and charge -1. Source: the Open Molecules 2025 dataset; level of theory: the ωB97M-V functional and the def2-TZVPD basis.

```
22
Properties=species:S:1:pos:R:3:forces:R:3
O 0.637 0.821 -2.027 0.07 -0.12 -0.26
N -0.659 2.035 -0.318 1.05 0.71 -0.20
C 1.603 -1.428 0.429 0.03 -0.54 -0.32
C 0.450 1.970 -1.407 -1.79 -0.75 0.00
C -0.835 -1.009 -0.245 -0.46 0.15 1.03
C 0.265 -2.040 -0.012 -0.40 -0.37 0.33
C -0.483 1.308 0.903 -0.69 -1.10 -0.60
C -1.177 -0.088 0.940 0.81 0.23 -0.52
H 0.358 -2.574 -0.950 0.45 -0.05 -0.43
H -1.784 -1.455 -0.552 0.19 -0.42 -0.26
H -0.004 -2.870 0.677 -0.20 0.62 0.14
H -2.233 0.138 0.917 -0.56 -0.16 0.22
H -0.911 1.883 1.714 0.10 0.24 0.69
H 0.059 2.787 -2.078 0.64 0.11 0.22
H 2.156 -1.047 -0.437 -0.18 0.11 0.20
H 0.572 1.149 1.060 0.50 0.33 0.15
H -1.577 1.971 -0.699 -0.58 -0.30 -0.33
H -0.470 -0.357 -1.013 0.13 0.31 -0.98
H -0.918 -0.615 1.850 -0.19 0.01 0.68
H 1.297 2.244 -0.796 0.91 0.91 0.27
H 1.457 -0.604 1.131 0.08 -0.21 0.00
H 2.196 -2.217 0.914 0.09 0.29 -0.02
```
Positions in Å, forces in eV/Å.

Summary:
Structure (SMILES): CCCCCNC[O-]
Charge: -1
Kohn-Sham gap, eV: 6.83
Spin multiplicity: 1
LUMO level, eV: 4.117
Largest force on an atom, eV/A: 1.95
Energy relative to the best compared isomer or geometry (same formula, charge and spin), kJ/mol: 66.1

Results of the Mulliken charge analysis, in e, for atoms 1 through 8: number 1, O, carries -0.85; number 2, N, carries -0.37; number 3, C, carries -0.87; number 4, C, carries -0.63; number 5, C, carries -0.17; number 6, C, carries -0.66; number 7, C, carries -0.56; number 8, C, carries -0.85

---

Entry 2:
ClMg2 as an isolated structure. Source: the Open Molecules 2025 dataset; level of theory: the ωB97M-V functional and the def2-TZVPD basis.

```
3
Properties=species:S:1:pos:R:3:forces:R:3
Cl 0.011 -0.144 -0.100 -0.17 0.22 -0.27
Mg -1.024 1.465 -1.494 -0.03 0.03 -0.05
Mg 1.013 -1.322 1.593 0.20 -0.25 0.32
```
Positions in Å, forces in eV/Å.

Summary:
Charge: +3
Kohn-Sham gap, eV: 9.92
Spin multiplicity: 1
LUMO level, eV: -16.393
Largest force on an atom, eV/A: 0.45
Energy relative to the best compared isomer or geometry (same formula, charge and spin), kJ/mol: 0.0

Mulliken analysis output, partial charges in e: number 1, Cl, carries -0.35; number 2, Mg, carries 1.72; number 3, Mg, carries 1.63

---

Entry 3:
One molecule with the formula C3H3ClOS. Source: the Open Molecules 2025 dataset; level of theory: the ωB97M-V functional and the def2-TZVPD basis.

```
9
Properties=species:S:1:pos:R:3:forces:R:3
Cl -4.524 -0.125 0.302 0.01 0.34 -0.58
S -2.025 1.190 -0.579 0.11 -0.81 1.25
O -1.358 -1.646 -0.746 -0.23 -0.90 -0.59
C -0.445 0.511 0.083 -2.20 -2.36 -0.81
C -0.461 -1.029 -0.293 0.20 2.38 0.30
C -2.820 -0.024 0.342 -0.34 0.61 0.74
H -0.370 0.397 1.175 0.03 1.05 -0.29
H 0.368 0.879 -0.474 1.33 0.93 -0.15
H 0.509 -1.388 -0.033 1.08 -1.24 0.12
```
Positions in Å, forces in eV/Å.

Summary:
Kohn-Sham gap, eV: 8.32
Spin multiplicity: 1
LUMO level, eV: -0.038
Largest force on an atom, eV/A: 3.33
Energy relative to the best compared isomer or geometry (same formula, charge and spin), kJ/mol: 303.6

Results of the Mulliken charge analysis, in e, for atoms 1 through 8: number 1, Cl, carries -0.09; number 2, S, carries -0.01; number 3, O, carries -0.36; number 4, C, carries -0.68; number 5, C, carries 0.15; number 6, C, carries -0.21; number 7, H, carries 0.38; number 8, H, carries 0.46

---

Entry 4:
An isolated ion of composition C3H7O and charge -2. Source: the Open Molecules 2025 dataset; level of theory: the ωB97M-V functional and the def2-TZVPD basis.

```
11
Properties=species:S:1:pos:R:3:forces:R:3
O -0.425 -1.715 1.761 0.00 -0.21 -0.09
C 0.031 1.018 -0.863 -0.16 -0.42 0.08
C 0.224 -0.722 1.090 -0.26 -0.42 0.15
C -0.391 -0.350 -0.288 0.35 0.38 0.21
H 0.279 0.203 1.707 0.09 0.35 -0.14
H 1.291 -0.992 0.856 0.12 0.19 0.06
H 1.082 1.023 -1.155 0.25 -0.06 -0.12
H -0.544 1.246 -1.772 0.10 0.29 0.05
H -0.025 1.836 -0.136 -0.29 0.06 -0.07
H -0.040 -1.110 -0.992 -0.27 -0.19 -0.16
H -1.482 -0.439 -0.206 0.08 0.04 0.03
```
Positions in Å, forces in eV/Å.

Summary:
Charge: -2
Kohn-Sham gap (alpha / beta), eV: 2.97 / 6.68
Spin multiplicity: 2
LUMO level (alpha / beta), eV: 7.692 / 7.704
Largest force on an atom, eV/A: 0.56
Energy relative to the best compared isomer or geometry (same formula, charge and spin), kJ/mol: 0.0
<S²>: 0.75

Results of the Mulliken charge analysis, in e, for atoms 1 through 8: number 1, O, carries -0.95; number 2, C, carries -4.71; number 3, C, carries -0.46; number 4, C, carries -0.11; number 5, H, carries 0.29; number 6, H, carries 0.20; number 7, H, carries 0.50; number 8, H, carries 1.46